# C58H164CrK2N19O21P3S2

C58H164CrK2N19O21P3S2 as an isolated structure in a non-equilibrium geometry (ωB97M-V/def2-TZVPD, the OMol25 dataset).

Each line ends with the Löwdin charge.
Positions of all 270 atoms, in Å:
1 Cr 1.258 -1.973 1.776  0.68
2 K 3.345 0.731 -0.647  0.78
3 K 0.806 1.757 2.688  0.79
4 S 3.289 -0.438 2.570  0.22
5 O 2.011 -0.742 3.242  -0.46
6 O 3.052 -1.222 1.328  -0.45
7 O 3.275 0.941 2.232  -0.39
8 O 4.465 -0.881 3.312  -0.29
9 S 0.121 0.221 -0.225  0.25
10 O 0.216 -0.350 1.091  -0.44
11 O 1.030 -0.561 -1.105  -0.42
12 O -1.263 0.140 -0.642  -0.32
13 O 0.582 1.615 -0.174  -0.42
14 O 2.326 -3.968 2.488  -0.27
15 P 2.923 -5.223 3.003  0.67
16 N 2.758 -5.412 4.703  -0.32
17 C 2.810 -4.217 5.532  -0.10
18 C 3.121 -6.626 5.381  -0.13
19 N 4.633 -5.322 2.849  -0.30
20 C 5.428 -6.397 3.201  -0.16
21 C 5.300 -4.046 2.398  -0.06
22 N 2.495 -6.665 2.182  -0.30
23 C 1.322 -7.432 2.460  -0.12
24 C 2.930 -6.912 0.810  -0.09
25 H 2.430 -4.436 6.530  0.09
26 H 2.249 -3.366 5.147  0.06
27 H 3.880 -4.012 5.538  0.10
28 H 4.114 -6.585 5.828  0.08
29 H 3.102 -7.459 4.677  0.06
30 H 2.437 -6.823 6.206  0.08
31 H 5.751 -6.360 4.242  0.08
32 H 4.799 -7.276 3.060  0.07
33 H 6.255 -6.470 2.495  0.09
34 H 5.074 -3.187 3.031  0.05
35 H 6.387 -4.116 2.392  0.08
36 H 5.007 -3.795 1.379  0.06
37 H 0.458 -6.775 2.556  0.05
38 H 0.997 -8.069 1.638  0.09
39 H 1.455 -8.044 3.353  0.08
40 H 3.914 -6.479 0.626  0.08
41 H 2.231 -6.595 0.036  0.07
42 H 3.078 -7.990 0.752  0.09
43 O -8.134 3.375 -4.083  -0.33
44 P -8.059 3.443 -2.569  0.63
45 N -6.439 3.659 -1.967  -0.28
46 C -5.352 2.985 -2.762  -0.09
47 C -6.028 4.434 -0.834  -0.12
48 N -8.720 2.081 -1.809  -0.30
49 C -10.174 1.722 -1.786  -0.09
50 C -7.900 1.391 -0.759  -0.09
51 N -9.105 4.702 -1.893  -0.29
52 C -9.249 6.028 -2.443  -0.14
53 C -9.359 4.691 -0.386  -0.12
54 H -4.628 3.689 -3.173  0.06
55 H -5.720 2.460 -3.643  0.08
56 H -4.796 2.319 -2.102  0.07
57 H -5.986 3.835 0.075  0.07
58 H -6.620 5.335 -0.677  0.07
59 H -5.012 4.802 -0.970  0.07
60 H -10.375 0.703 -1.455  0.07
61 H -10.714 2.391 -1.116  0.06
62 H -10.583 1.942 -2.772  0.08
63 H -8.461 0.494 -0.496  0.08
64 H -6.969 0.991 -1.158  0.06
65 H -7.625 2.104 0.018  0.05
66 H -10.208 6.326 -2.020  0.08
67 H -8.393 6.664 -2.216  0.08
68 H -9.426 5.982 -3.517  0.08
69 H -10.405 4.657 -0.082  0.07
70 H -8.939 5.565 0.110  0.07
71 H -8.813 3.891 0.115  0.05
72 O -0.389 -2.608 2.892  -0.30
73 P -1.516 -3.053 3.751  0.69
74 N -3.055 -2.555 3.199  -0.29
75 C -3.215 -1.427 2.220  -0.05
76 C -4.258 -3.119 3.743  -0.14
77 N -1.479 -2.487 5.386  -0.29
78 C -0.640 -1.377 5.684  -0.13
79 C -2.509 -2.807 6.431  -0.07
80 N -1.598 -4.767 3.978  -0.27
81 C -0.749 -5.380 5.015  -0.10
82 C -1.974 -5.683 2.803  -0.06
83 H -3.946 -0.697 2.568  0.08
84 H -3.682 -1.915 1.364  0.06
85 H -2.258 -1.002 1.919  0.07
86 H -4.982 -3.266 2.941  0.09
87 H -4.748 -2.406 4.406  0.08
88 H -3.991 -4.015 4.302  0.07
89 H -1.190 -0.436 5.660  0.07
90 H -0.232 -1.531 6.683  0.09
91 H 0.092 -1.147 4.910  0.07
92 H -2.096 -2.765 7.439  0.09
93 H -3.334 -2.105 6.311  0.08
94 H -2.763 -3.840 6.191  0.06
95 H 0.235 -4.933 4.871  0.06
96 H -1.169 -5.207 6.006  0.06
97 H -0.769 -6.469 4.958  0.08
98 H -1.619 -5.330 1.835  0.05
99 H -3.056 -5.582 2.732  0.06
100 H -1.709 -6.726 2.975  0.07
101 C -1.293 -3.164 -0.056  -0.03
102 C -0.089 -4.048 -0.341  -0.40
103 C -0.117 -4.761 -1.657  -0.14
104 O 1.195 -5.355 -1.853  -0.22
105 C 1.286 -6.099 -3.018  -0.12
106 N 1.096 -3.213 -0.179  0.06
107 H -2.103 -3.829 0.244  0.08
108 H -1.650 -2.581 -0.905  0.07
109 H -1.094 -2.505 0.789  0.04
110 H 0.051 -4.808 0.428  0.13
111 H -0.358 -4.038 -2.436  0.11
112 H -0.910 -5.505 -1.584  0.14
113 H 1.213 -5.484 -3.915  0.07
114 H 0.502 -6.855 -2.989  0.09
115 H 2.253 -6.596 -3.102  0.09
116 H 1.637 -3.752 -0.839  0.07
117 H 1.016 -2.422 -0.802  0.05
118 C 3.860 -3.618 -2.756  -0.05
119 C 4.645 -2.794 -1.767  -0.38
120 C 6.091 -3.320 -1.568  -0.17
121 O 5.990 -4.548 -0.814  -0.19
122 C 7.269 -5.150 -0.585  -0.12
123 N 4.796 -1.450 -2.365  0.04
124 H 2.827 -3.272 -2.802  0.05
125 H 3.792 -4.685 -2.545  0.08
126 H 4.317 -3.532 -3.742  0.09
127 H 4.062 -2.742 -0.848  0.13
128 H 6.705 -2.568 -1.072  0.12
129 H 6.584 -3.521 -2.519  0.12
130 H 7.967 -5.024 -1.412  0.07
131 H 7.296 -6.231 -0.450  0.08
132 H 7.876 -4.700 0.201  0.08
133 H 5.327 -1.569 -3.216  0.07
134 H 5.384 -0.862 -1.792  0.06
135 C 2.606 4.849 1.230  -0.05
136 C 2.526 4.920 -0.289  -0.38
137 C 3.847 5.503 -0.862  -0.20
138 O 4.021 6.839 -0.383  -0.18
139 C 5.274 7.330 -0.810  -0.12
140 N 2.267 3.620 -0.975  0.05
141 H 2.892 5.772 1.734  0.08
142 H 3.373 4.128 1.514  0.09
143 H 1.630 4.671 1.682  0.04
144 H 1.653 5.526 -0.531  0.12
145 H 3.730 5.598 -1.941  0.12
146 H 4.648 4.783 -0.694  0.13
147 H 5.465 8.243 -0.246  0.09
148 H 5.145 7.521 -1.876  0.09
149 H 6.145 6.688 -0.675  0.09
150 H 1.496 3.195 -0.480  0.02
151 H 1.765 3.953 -1.786  0.05
152 C 5.584 1.248 -4.642  -0.05
153 C 5.065 2.578 -4.121  -0.40
154 C 4.354 3.416 -5.184  -0.19
155 O 5.340 4.005 -6.052  -0.18
156 C 4.868 4.788 -7.153  -0.10
157 N 4.286 2.392 -2.865  0.03
158 H 6.370 1.238 -5.397  0.08
159 H 4.789 0.604 -5.018  0.06
160 H 5.916 0.676 -3.776  0.05
161 H 5.942 3.163 -3.844  0.13
162 H 3.763 4.198 -4.709  0.11
163 H 3.554 2.894 -5.710  0.10
164 H 4.629 4.209 -8.045  0.08
165 H 5.583 5.513 -7.542  0.08
166 H 4.048 5.429 -6.830  0.08
167 H 3.533 1.796 -3.176  0.00
168 H 3.849 3.230 -2.510  0.02
169 C -4.530 -1.487 -1.592  -0.05
170 C -3.495 -1.631 -2.641  -0.44
171 C -4.043 -2.055 -3.994  -0.26
172 O -4.808 -3.173 -3.872  -0.17
173 C -5.044 -3.933 -5.067  -0.08
174 N -2.837 -0.325 -2.814  0.09
175 H -5.233 -0.712 -1.897  0.08
176 H -4.061 -1.249 -0.637  0.06
177 H -5.128 -2.371 -1.372  0.08
178 H -2.879 -2.495 -2.391  0.11
179 H -3.241 -2.238 -4.710  0.11
180 H -4.608 -1.232 -4.432  0.13
181 H -5.187 -3.305 -5.946  0.09
182 H -5.855 -4.660 -5.022  0.08
183 H -4.166 -4.558 -5.234  0.08
184 H -2.325 -0.069 -1.982  0.00
185 H -2.096 -0.417 -3.495  0.06
186 C 0.823 3.610 -6.323  -0.05
187 C -0.040 3.531 -5.034  -0.36
188 C -1.319 2.635 -5.260  -0.17
189 O -2.101 3.231 -6.326  -0.21
190 C -3.512 3.315 -6.106  -0.09
191 N 0.843 3.121 -3.898  0.07
192 H 1.710 4.195 -6.078  0.05
193 H 0.321 4.093 -7.161  0.08
194 H 1.176 2.626 -6.629  0.06
195 H -0.492 4.505 -4.847  0.13
196 H -1.942 2.510 -4.375  0.09
197 H -1.015 1.627 -5.541  0.10
198 H -3.865 2.289 -6.004  0.09
199 H -3.967 3.754 -6.994  0.08
200 H -3.784 4.032 -5.331  0.07
201 H 0.175 2.963 -3.157  0.01
202 H 1.263 2.214 -4.040  0.03
203 C 2.911 -0.782 6.510  -0.05
204 C 2.276 0.620 6.559  -0.39
205 C 2.991 1.476 7.612  -0.24
206 O 2.885 0.948 8.895  -0.18
207 C 3.763 1.589 9.884  -0.06
208 N 2.407 1.172 5.213  0.04
209 H 2.599 -1.434 7.325  0.08
210 H 3.983 -0.730 6.316  0.10
211 H 2.511 -1.319 5.650  0.04
212 H 1.205 0.538 6.744  0.12
213 H 2.487 2.438 7.514  0.12
214 H 4.038 1.589 7.332  0.13
215 H 4.791 1.444 9.551  0.08
216 H 3.665 1.196 10.896  0.09
217 H 3.621 2.668 9.821  0.08
218 H 3.389 1.340 5.047  0.09
219 H 2.289 0.373 4.605  -0.01
220 C -2.631 3.146 0.200  -0.07
221 C -2.238 3.742 -1.140  -0.37
222 C -1.610 5.149 -0.831  -0.16
223 O -2.610 5.946 -0.179  -0.20
224 C -2.070 7.174 0.342  -0.09
225 N -1.303 2.840 -1.763  0.06
226 H -3.321 3.789 0.747  0.07
227 H -1.815 3.063 0.918  0.07
228 H -3.103 2.164 0.168  0.08
229 H -3.101 3.768 -1.805  0.10
230 H -1.381 5.614 -1.789  0.12
231 H -0.665 5.111 -0.288  0.11
232 H -1.380 7.051 1.177  0.07
233 H -2.911 7.811 0.614  0.09
234 H -1.539 7.716 -0.440  0.08
235 H -1.822 1.993 -1.946  0.05
236 H -0.628 2.495 -1.096  0.01
237 C 1.854 -0.247 -5.849  -0.05
238 C 1.201 -0.296 -4.515  -0.43
239 C 0.599 -1.691 -4.309  -0.16
240 O -0.112 -2.131 -5.489  -0.19
241 C -0.636 -3.461 -5.412  -0.09
242 N 2.112 0.171 -3.473  0.06
243 H 1.198 -0.536 -6.670  0.09
244 H 2.654 -0.987 -5.871  0.08
245 H 2.310 0.724 -6.040  0.06
246 H 0.334 0.362 -4.571  0.11
247 H -0.081 -1.806 -3.464  0.11
248 H 1.421 -2.379 -4.111  0.11
249 H -1.061 -3.794 -6.358  0.10
250 H -1.196 -3.561 -4.482  0.07
251 H 0.186 -4.164 -5.277  0.06
252 H 1.565 0.089 -2.627  0.01
253 H 2.755 -0.601 -3.371  0.05
254 C -0.248 5.767 3.596  -0.06
255 C 0.140 4.724 4.673  -0.38
256 C -1.011 3.638 4.921  -0.10
257 O -1.441 2.971 3.655  -0.28
258 C -2.565 2.120 3.707  -0.10
259 N 1.346 4.107 4.166  -0.01
260 H 0.448 6.373 3.016  0.07
261 H -1.074 6.390 3.937  0.08
262 H -0.647 5.169 2.776  0.06
263 H 0.411 5.120 5.652  0.13
264 H -1.833 4.095 5.471  0.12
265 H -0.585 2.950 5.651  0.11
266 H -3.401 2.663 4.147  0.09
267 H -2.419 1.235 4.326  0.07
268 H -2.811 1.800 2.694  0.08
269 H 1.618 3.267 4.657  0.02
270 H 2.111 4.766 4.161  0.09

Properties
energy = -244727.8854 eV
largest force on an atom = 5.1 eV Å⁻¹
gap between HOMO and LUMO (alpha / beta) = 6.349 / 8.162 eV
net charge = 0
multiplicity = 5
E_LUMO (alpha / beta) = 0.080 / 0.080 eV
HOMO energy (alpha / beta) = -6.269 / -8.082 eV